No. 1
99
Properties=species:S:1:pos:R:3:forces:R:3 method="wB97M-V/def2-TZVPD" multiplicity=5 gap_ev="6.93 / 5.80" lumo_energy_ev="-4.8674 / -8.1580" charge=+2 relative_energy_ev=0.360 e_homo_ha="-0.4336 / -0.5129" energy_ev=-85488.1355
Pd -0.901 -0.387 -0.385 -0.2 -1.0 -0.2
C -1.980 4.658 0.511 0.0 0.0 0.0
C -0.748 4.772 -0.399 0.0 0.0 0.0
C -0.032 6.114 -0.195 0.0 0.0 0.0
C -1.183 4.662 -1.862 0.0 0.0 0.0
P 0.352 3.342 0.011 0.0 -0.1 0.0
C 1.149 2.625 -1.476 0.1 0.1 -0.2
N 1.786 1.354 -1.208 0.0 0.0 0.0
B 1.096 0.137 -0.691 0.0 0.5 0.2
N 2.222 -0.814 -0.589 0.0 -0.1 0.1
C 2.091 -2.196 -0.151 0.1 -0.1 -0.1
P 0.307 -2.735 -0.260 0.2 0.2 0.2
C 0.329 -3.733 -1.840 0.0 0.1 -0.1
C 1.140 -5.027 -1.771 0.0 0.0 0.0
C 0.930 -2.814 -2.919 0.0 0.0 0.0
C -1.107 -4.060 -2.252 -0.1 0.0 0.0
C 0.145 -3.787 1.281 0.0 0.0 0.0
C 1.221 -4.865 1.455 0.0 0.0 -0.1
C -1.237 -4.447 1.274 0.0 0.0 0.0
C 0.236 -2.833 2.479 0.0 0.0 0.0
C 3.370 -0.248 -0.976 0.0 -0.1 0.0
C 4.678 -0.773 -1.033 0.0 0.0 0.0
C 5.666 0.047 -1.489 0.0 -0.1 0.0
C 5.400 1.389 -1.902 -0.1 0.1 0.0
C 4.143 1.930 -1.855 0.0 0.0 0.0
C 3.102 1.114 -1.383 -0.1 0.1 0.0
C 1.552 3.538 1.403 0.1 0.1 0.0
C 2.664 4.521 0.994 0.0 0.0 0.0
C 0.797 4.056 2.632 0.0 0.0 0.0
C 2.210 2.189 1.740 0.0 0.0 0.0
H -2.641 5.494 0.281 0.0 0.0 0.0
H -1.728 4.721 1.568 0.0 0.0 0.1
H -2.526 3.732 0.324 0.0 0.0 0.0
H -0.746 6.891 -0.471 0.0 0.0 0.0
H 0.836 6.225 -0.846 0.0 0.0 0.0
H 0.263 6.300 0.835 0.0 0.0 0.0
H -1.872 5.486 -2.052 0.0 0.0 0.0
H -1.705 3.736 -2.072 0.0 -0.1 0.0
H -0.350 4.775 -2.556 0.0 0.0 0.0
H 1.878 3.357 -1.842 -0.1 0.0 0.0
H 0.374 2.508 -2.240 0.0 0.0 0.1
H 2.463 -2.300 0.871 -0.1 0.0 0.0
H 2.707 -2.831 -0.793 0.0 0.0 0.1
H 2.129 -4.904 -1.329 0.0 0.0 0.0
H 1.283 -5.394 -2.788 0.0 0.0 0.0
H 0.613 -5.803 -1.220 0.0 0.0 0.0
H 2.004 -2.674 -2.800 0.1 0.0 0.0
H 0.445 -1.837 -2.955 0.0 0.0 0.0
H 0.782 -3.287 -3.890 0.0 0.0 0.0
H -1.645 -4.636 -1.501 0.0 0.0 0.0
H -1.080 -4.653 -3.167 0.0 0.0 0.0
H -1.665 -3.153 -2.463 0.0 0.1 0.0
H 1.076 -5.709 0.788 0.0 0.0 0.0
H 1.165 -5.245 2.477 0.0 0.0 0.0
H 2.233 -4.487 1.312 0.1 0.0 0.0
H -1.311 -5.222 0.512 0.0 0.0 0.0
H -2.037 -3.724 1.107 0.0 0.0 0.0
H -1.407 -4.924 2.240 0.0 0.0 0.0
H 1.244 -2.440 2.623 0.0 0.0 0.0
H -0.020 -3.387 3.384 0.0 0.0 0.0
H -0.450 -1.996 2.391 -0.1 0.0 0.0
H 4.882 -1.788 -0.725 0.0 0.0 0.0
H 6.682 -0.314 -1.551 0.0 0.0 0.0
H 6.225 1.983 -2.268 0.0 0.0 0.0
H 3.963 2.940 -2.193 0.0 0.0 0.0
H 2.307 5.537 0.859 0.0 0.0 0.0
H 3.180 4.201 0.088 0.0 0.0 0.0
H 3.403 4.530 1.796 0.0 0.0 0.0
H 0.369 5.044 2.482 0.0 0.0 0.0
H 1.507 4.128 3.456 0.0 0.0 0.0
H -0.001 3.380 2.939 0.0 -0.1 0.0
H 3.024 1.962 1.053 0.0 0.0 0.0
H 1.514 1.350 1.741 0.0 0.0 0.0
H 2.641 2.270 2.738 0.0 0.0 0.0
C -1.580 0.258 4.000 -0.1 0.0 0.0
C -2.675 -0.546 4.282 0.1 0.0 0.0
C -3.366 -1.125 3.234 0.1 0.1 -0.1
C -2.949 -0.897 1.924 0.0 0.1 0.1
N -1.852 -0.169 1.662 0.1 -0.1 0.1
C -1.204 0.400 2.680 0.1 0.1 0.0
C -3.711 -1.413 0.760 0.0 0.0 0.0
C -5.035 -1.811 0.883 0.1 0.0 -0.1
C -5.718 -2.226 -0.250 0.1 0.0 0.0
C -5.061 -2.213 -1.465 0.0 0.0 0.0
C -3.742 -1.790 -1.500 0.0 0.0 -0.1
N -3.070 -1.414 -0.415 -0.1 0.2 0.1
H -1.018 0.743 4.783 0.0 0.0 0.0
H -2.990 -0.716 5.301 0.0 0.0 0.0
H -4.218 -1.755 3.432 0.0 0.0 0.0
H -0.331 0.980 2.410 0.0 0.0 0.0
H -5.543 -1.769 1.834 0.0 0.0 0.0
H -6.752 -2.531 -0.181 0.0 0.0 0.0
H -5.556 -2.501 -2.380 0.0 0.0 0.0
H -3.206 -1.728 -2.437 0.0 0.0 0.0
O -1.247 -0.330 -2.713 -0.1 0.1 0.0
Cl -1.987 0.948 -2.804 0.0 -0.1 0.4
O -1.209 1.882 -3.548 0.1 0.1 -0.1
O -3.262 0.733 -3.369 -0.1 0.0 -0.1
O -2.121 1.426 -1.408 0.1 0.1 -0.3


No. 2
109
Properties=species:S:1:pos:R:3:forces:R:3 method="wB97M-V/def2-TZVPD" multiplicity=3 gap_ev="4.24 / 6.53" lumo_energy_ev="3.8765 / 3.8751" charge=-2 relative_energy_ev=0.000 e_homo_ha="-0.0135 / -0.0974" energy_ev=-261922.6023
Ti -0.135 1.064 -0.832 0.2 0.6 -0.8
O -1.533 3.669 0.755 0.0 0.2 0.1
As -1.649 2.246 1.770 0.2 0.3 0.1
O -3.032 2.376 2.616 0.0 -0.2 0.0
O -1.317 0.907 0.818 0.3 0.2 -0.5
C -0.169 2.280 3.059 -0.1 0.0 0.1
C -0.584 2.536 4.365 0.0 0.0 -0.1
C 0.321 2.553 5.415 0.0 0.0 0.0
C 1.665 2.323 5.174 0.0 0.0 0.0
C 2.096 2.061 3.883 0.0 0.0 0.0
C 1.183 2.019 2.835 0.2 -0.1 0.0
S 1.850 1.666 1.212 -0.2 0.0 0.5
O 3.261 1.948 1.298 0.0 0.0 -0.1
O 1.071 2.549 0.325 0.0 0.1 0.0
O 1.506 0.295 0.823 0.1 -0.1 0.0
H -0.710 3.703 0.245 0.0 -0.1 0.0
H -1.640 2.715 4.529 0.0 0.0 0.0
H -0.025 2.752 6.423 0.0 0.0 0.0
H 2.382 2.350 5.986 0.0 0.0 0.0
H 3.143 1.900 3.667 0.0 0.0 0.0
Cl -2.777 5.805 -5.440 0.0 0.0 0.0
C -2.411 4.410 -4.433 0.0 0.0 0.0
C -3.317 3.363 -4.421 0.0 0.0 0.0
C -3.067 2.244 -3.632 0.1 0.1 -0.1
I -4.370 0.628 -3.575 0.0 0.0 0.0
C -1.904 2.190 -2.873 0.1 -0.1 0.2
O -1.554 1.192 -2.081 -0.2 -0.7 0.2
C -1.001 3.262 -2.889 0.0 0.0 0.0
N 0.080 3.064 -2.068 -0.2 0.0 0.4
C 0.957 4.109 -1.985 0.0 0.0 -0.1
C 0.820 5.265 -2.716 0.0 0.0 0.0
C -0.258 5.454 -3.596 0.0 0.0 0.0
C -1.227 4.418 -3.673 0.0 0.0 0.0
H -4.213 3.423 -5.022 0.0 0.0 0.0
H 1.782 3.982 -1.303 0.0 0.0 0.0
H 1.568 6.040 -2.593 0.0 0.0 0.0
H -0.378 6.362 -4.167 0.0 0.0 0.0
O 2.850 -4.119 1.521 0.0 0.0 0.0
S 2.437 -2.698 1.271 0.0 0.0 0.0
C 1.681 -2.143 2.837 -0.1 0.0 0.0
C 2.787 -1.627 3.772 0.0 0.0 0.0
C 4.143 -1.929 3.127 0.0 0.0 0.0
C 3.929 -1.730 1.634 0.0 0.0 0.0
H 1.178 -3.038 3.201 0.0 0.0 0.0
H 0.932 -1.387 2.598 0.0 0.0 0.0
H 2.707 -2.077 4.764 0.0 0.0 0.0
H 2.671 -0.551 3.896 0.0 0.0 0.0
H 4.425 -2.968 3.306 0.0 0.0 0.0
H 4.934 -1.285 3.519 0.0 0.0 0.0
H 4.715 -2.137 0.999 0.0 0.0 0.0
H 3.742 -0.688 1.374 -0.1 0.0 0.0
F 0.152 -3.221 -1.839 0.1 0.0 -0.1
B -0.531 -2.044 -2.130 0.0 0.1 0.0
F -0.163 -1.089 -1.072 -0.1 0.3 0.0
F -0.116 -1.495 -3.342 0.1 0.0 0.0
F -1.899 -2.242 -2.097 0.1 0.1 -0.1
C -3.494 -3.388 3.708 0.0 0.0 0.0
C -2.476 -2.462 3.049 0.0 0.0 0.0
C -2.577 -1.053 3.638 0.0 0.0 0.0
P -2.400 -2.341 1.180 0.2 -0.1 0.0
C -2.071 -4.108 0.649 -0.1 0.0 0.0
C -3.175 -5.177 0.664 0.0 0.0 0.0
C -0.831 -4.598 1.401 0.0 0.0 0.0
C -4.161 -1.923 0.705 0.0 0.1 0.1
C -4.237 -0.394 0.586 0.0 0.0 0.0
C -4.603 -2.544 -0.623 0.0 0.0 -0.1
H -3.340 -3.409 4.793 0.0 0.0 0.0
H -3.420 -4.413 3.347 0.0 0.0 0.0
H -4.517 -3.042 3.538 0.0 0.0 0.0
H -1.477 -2.837 3.303 0.0 0.0 0.0
H -3.570 -0.624 3.492 0.0 0.0 0.0
H -1.865 -0.374 3.168 0.0 0.0 0.0
H -2.382 -1.070 4.716 0.0 0.0 0.0
H -1.756 -3.968 -0.389 -0.1 0.0 0.1
H -3.894 -5.048 1.473 0.0 0.0 0.0
H -2.731 -6.173 0.775 0.0 0.0 0.0
H -3.736 -5.181 -0.268 0.0 0.0 0.0
H -0.059 -3.828 1.449 -0.1 0.0 0.0
H -1.074 -4.903 2.424 0.0 0.0 0.0
H -0.391 -5.458 0.890 0.0 0.0 0.0
H -4.840 -2.252 1.499 0.0 0.0 0.0
H -3.559 -0.041 -0.194 0.0 0.0 0.0
H -3.961 0.129 1.501 0.0 0.0 0.0
H -5.253 -0.090 0.314 0.0 0.0 0.0
H -3.793 -2.542 -1.357 -0.2 0.0 0.1
H -5.419 -1.950 -1.045 0.0 0.0 0.0
H -4.966 -3.564 -0.503 0.0 0.0 0.0
C 4.237 2.916 -1.987 0.0 0.0 0.0
C 4.081 1.424 -2.238 -0.1 0.1 -0.2
As 2.251 0.712 -2.459 -0.2 -0.4 0.3
C 1.778 1.075 -4.334 0.0 0.0 0.0
C 2.394 2.336 -4.924 0.0 0.0 0.0
C 2.850 -1.174 -2.461 0.0 0.1 0.1
C 3.266 -1.769 -3.795 0.0 0.0 0.0
H 5.296 3.181 -1.907 0.0 0.0 0.0
H 3.758 3.197 -1.049 0.0 0.0 0.0
H 3.800 3.520 -2.782 0.0 0.0 0.0
H 4.467 0.867 -1.382 0.0 0.0 0.0
H 4.648 1.100 -3.116 0.0 0.0 0.0
H 0.690 1.157 -4.326 0.0 0.0 0.0
H 2.024 0.192 -4.922 0.0 0.0 0.0
H 2.083 3.226 -4.374 0.0 0.0 0.0
H 2.071 2.467 -5.960 0.0 0.0 0.0
H 3.487 2.298 -4.923 0.0 0.0 0.0
H 2.058 -1.767 -2.013 0.0 0.0 0.0
H 3.686 -1.183 -1.755 0.0 0.0 0.0
H 2.399 -1.910 -4.440 0.0 0.0 0.0
H 3.721 -2.752 -3.646 0.0 0.0 0.0
H 3.992 -1.146 -4.327 0.0 0.0 0.0


No. 3
103
Properties=species:S:1:pos:R:3:forces:R:3 method="wB97M-V/def2-TZVPD" multiplicity=8 gap_ev="6.46 / 7.25" lumo_energy_ev="-3.6075 / -2.8570" charge=+1 relative_energy_ev=0.000 e_homo_ha="-0.3699 / -0.3715" energy_ev=-132868.5667
Gd -0.014 0.274 -0.543 -0.2 0.6 -0.4
F -2.421 5.439 -2.195 -0.1 0.0 0.0
C -3.368 4.882 -1.409 0.0 0.0 0.1
F -4.198 5.876 -1.044 0.1 -0.1 -0.1
F -4.079 4.043 -2.177 0.0 0.0 0.0
C -2.777 4.200 -0.202 0.0 0.0 0.0
C -3.097 4.670 1.054 0.0 0.0 0.0
C -2.569 4.042 2.173 -0.1 0.1 0.1
C -1.746 2.959 1.966 0.0 -0.1 -0.1
N -1.407 2.486 0.760 -0.1 0.0 0.0
C -1.902 3.096 -0.338 0.0 0.1 0.1
S -1.405 2.433 -1.849 -0.1 -0.1 0.0
H -3.759 5.517 1.161 0.0 0.0 0.0
H -2.798 4.381 3.176 0.0 0.0 -0.1
H -1.338 2.430 2.811 0.0 0.0 0.0
C 4.051 -2.107 1.156 0.0 0.0 -0.2
P 2.420 -1.695 0.388 -0.1 -0.2 0.1
C 1.465 -2.386 1.811 0.0 0.2 0.1
N 1.424 -3.677 2.016 0.1 0.0 0.0
C 0.744 -4.146 3.090 0.0 0.0 -0.1
C 0.651 -5.541 3.310 0.0 0.0 0.0
C -0.065 -6.005 4.372 -0.1 0.0 0.1
C -0.706 -5.107 5.265 0.0 -0.1 0.0
C -0.619 -3.760 5.079 0.0 0.1 0.0
C 0.113 -3.254 3.976 0.0 0.1 0.0
N 0.207 -1.915 3.785 0.1 0.1 -0.1
C 0.867 -1.468 2.741 0.1 -0.1 0.1
P 0.785 0.377 2.438 0.3 -0.2 0.2
C -0.143 0.794 3.973 -0.1 -0.1 -0.2
C 2.404 1.313 2.792 -0.1 -0.1 0.1
C 2.019 2.799 2.642 0.1 0.0 0.0
C 3.531 1.072 1.788 0.1 0.0 0.0
C 2.913 1.008 4.203 0.0 0.1 0.0
C 2.367 -2.896 -1.080 -0.1 0.1 0.2
C -0.089 -3.503 -0.843 0.1 0.1 0.1
C 2.946 -4.280 -0.813 -0.1 -0.1 -0.1
C 3.203 -2.160 -2.131 0.0 -0.1 -0.1
H 4.080 -3.177 1.352 0.0 -0.1 0.0
H 4.151 -1.581 2.104 0.0 -0.3 -0.1
H 4.883 -1.823 0.511 0.0 0.0 0.0
H 1.151 -6.211 2.622 0.0 0.1 0.0
H -0.147 -7.071 4.544 0.0 0.0 0.0
H -1.266 -5.501 6.103 0.0 0.0 0.0
H -1.089 -3.053 5.752 0.0 0.0 0.0
H 0.275 0.232 4.802 0.0 0.0 0.1
H -1.187 0.501 3.875 0.0 0.0 0.0
H -0.086 1.854 4.189 0.0 0.1 0.0
H 1.635 3.006 1.640 0.0 0.0 0.0
H 2.921 3.402 2.786 -0.1 0.0 0.0
H 1.286 3.144 3.367 -0.1 0.0 0.1
H 3.199 1.139 0.755 0.0 0.0 -0.1
H 4.024 0.114 1.938 -0.1 0.4 0.0
H 4.285 1.851 1.939 0.0 -0.1 0.0
H 2.270 1.427 4.978 0.0 0.0 0.0
H 3.909 1.443 4.332 -0.1 0.0 0.0
H 2.998 -0.069 4.377 0.0 0.0 0.0
H 0.087 -3.719 0.199 0.0 0.0 0.0
H -0.747 -4.212 -1.335 0.0 0.0 -0.1
H -0.632 -1.969 -2.214 -0.3 0.2 -0.3
H 2.534 -4.730 0.087 0.0 0.0 0.0
H 4.034 -4.248 -0.735 0.0 0.0 0.0
H 2.692 -4.913 -1.668 0.1 0.0 0.0
H 2.699 -1.252 -2.460 0.0 0.1 0.0
H 3.331 -2.813 -2.998 0.0 0.0 0.0
H 4.193 -1.890 -1.755 0.0 0.0 0.0
C -4.279 0.533 -0.524 0.1 0.1 0.1
P -2.866 -0.618 -0.611 0.0 -0.1 0.0
C -3.322 -1.888 0.628 0.0 0.0 -0.1
C -3.220 -1.528 -2.177 0.1 0.2 -0.1
C -2.930 -0.715 -3.451 0.1 0.0 0.2
P -1.181 -0.133 -3.687 0.0 0.1 -0.2
C -0.475 -1.410 -4.805 0.0 -0.1 0.1
C -1.533 1.159 -4.950 0.1 -0.1 0.0
H -5.216 -0.010 -0.649 0.0 0.0 0.0
H -4.183 1.295 -1.299 0.0 0.0 0.0
H -4.282 1.041 0.443 0.0 0.0 0.0
H -4.327 -2.269 0.440 0.0 0.0 0.0
H -3.285 -1.464 1.634 0.0 0.0 0.0
H -2.608 -2.712 0.577 0.0 0.0 0.0
H -4.274 -1.810 -2.148 -0.1 0.0 0.0
H -2.642 -2.453 -2.156 0.0 0.0 0.0
H -3.532 0.198 -3.444 0.0 0.0 0.0
H -3.225 -1.284 -4.335 -0.1 0.0 0.0
H -1.129 -1.593 -5.659 0.0 0.0 0.0
H -0.289 -2.351 -4.278 0.0 0.1 0.0
H 0.490 -1.049 -5.169 0.0 0.0 0.0
H -2.144 0.743 -5.754 0.0 0.0 0.0
H -0.596 1.516 -5.382 0.0 0.0 0.0
H -2.050 2.004 -4.498 0.0 0.0 0.0
N 1.027 -3.041 -1.655 0.1 0.0 0.0
C -0.028 -2.086 -1.337 0.3 -0.3 0.3
S 2.155 1.626 -1.949 0.3 -0.2 0.2
C 1.599 3.073 -2.650 -0.3 0.0 -0.1
N 1.278 3.226 -3.933 0.0 0.1 -0.1
C 0.637 4.519 -4.204 0.1 -0.1 0.1
C 0.879 5.279 -2.881 0.0 -0.2 0.0
N 1.418 4.222 -2.018 0.0 0.3 0.1
H 1.292 2.450 -4.570 0.0 0.0 0.0
H -0.426 4.381 -4.393 -0.1 0.0 0.0
H 1.090 5.014 -5.058 0.1 0.0 0.0
H -0.045 5.679 -2.473 0.0 0.0 0.0
H 1.601 6.084 -2.995 0.1 0.0 0.0
H 1.523 4.303 -1.023 0.0 0.0 0.0